a) A 2-piece molecular cluster, C2H4BrCl overall. Source: the OMol25 dataset; level of theory: ωB97M-V with the def2-TZVPD basis set.

- Orbital gap: 10.27 eV
- LUMO level: 0.54 eV
- Structure (SMILES): C=CCl.Br

Atoms and positions in Å:
C 1.240 -0.052 0.167
C 0.693 1.087 -0.259
Cl 2.703 -0.745 -0.307
Br -3.493 -1.017 -0.190
H -2.580 -1.668 0.711
H 0.613 -0.769 0.792
H -0.248 1.425 0.106
H 1.072 1.739 -1.020

Per-atom natural (NBO) charges, elementary charge units: -0.244, -0.405, 0.024, -0.202, 0.203, 0.208, 0.210, 0.206

=====

b) C2H4BrCl as an isolated structure. Source: the OMol25 dataset; level of theory: ωB97M-V with the def2-TZVPD basis set.

- Orbital gap: 8.26 eV
- LUMO level: -1.01 eV

Atoms and positions in Å:
C -0.065 -0.028 0.008
C 1.668 2.866 -1.946
Cl 0.691 3.052 -3.265
Br 3.213 2.009 -2.352
H 0.675 0.531 0.470
H -0.804 -0.290 0.670
H 0.511 -0.970 -0.038
H -0.368 0.361 -0.989

Per-atom natural (NBO) charges, elementary charge units: -0.850, -0.239, 0.095, 0.145, 0.216, 0.212, 0.209, 0.213

=====

Which one sits at the bottom of the stability order? b) does.

=====

a) A 3-piece molecular cluster, C3H12NO overall. Source: the OMol25 dataset; level of theory: ωB97M-V with the def2-TZVPD basis set.

- <S²>: 1.5503
- Orbital gap (alpha / beta): 4.83 / 8.10 eV
- LUMO level (alpha / beta): -15.57 / -13.67 eV
- Spin multiplicity: 2
- Net charge: +2

Atoms and positions in Å:
C -0.221 -0.876 0.714
C 0.493 -0.502 -0.582
C 1.880 0.029 -0.372
N 0.151 -0.210 1.913
H -0.109 -1.968 0.877
H -1.339 -0.816 0.608
H 0.436 -1.424 -1.187
H -0.077 0.263 -1.219
H 1.945 0.740 0.450
H 2.334 0.539 -1.220
H 2.571 -0.773 -0.037
H 0.221 0.819 1.809
H -0.499 -0.255 2.719
H -0.803 1.798 0.367
H -3.001 0.807 -2.054
H -1.879 1.224 -1.062
O -2.104 0.605 -1.724

Per-atom natural (NBO) charges, elementary charge units: -0.342, -0.391, -0.626, -0.235, 0.348, 0.358, 0.338, 0.357, 0.227, 0.298, 0.333, 0.410, 0.451, 0.119, 0.542, 0.468, -0.656

=====

b) A 2-piece molecular cluster, C3H12NO overall. Source: the OMol25 dataset; level of theory: ωB97M-V with the def2-TZVPD basis set.

- <S²>: 0.7545
- Orbital gap (alpha / beta): 11.56 / 4.48 eV
- LUMO level (alpha / beta): -8.40 / -15.45 eV
- Spin multiplicity: 2
- Net charge: +2

Atoms and positions in Å:
C 1.379 -2.291 0.021
O 0.062 -1.843 0.270
H 1.655 -2.750 -0.959
H 1.650 -3.025 0.779
H 1.858 -1.376 0.180
H -0.515 -2.640 0.104
C 0.338 1.861 0.661
C -1.062 1.663 0.015
N -1.124 0.424 -0.789
H 0.598 2.994 1.006
H 1.330 1.460 0.310
H 0.206 1.192 1.527
H -1.243 2.426 -0.738
H -1.775 1.633 0.831
H -2.050 -0.011 -0.886
H -0.951 0.537 -1.816
H -0.357 -0.254 -0.517

Per-atom natural (NBO) charges, elementary charge units: -0.307, -0.232, 0.360, 0.374, 0.244, 0.551, -0.687, -0.234, -0.680, 0.318, 0.239, 0.214, 0.251, 0.257, 0.457, 0.457, 0.419

=====

Which one sits at the bottom of the stability order? a) does.

=====

a) H3PS2 in the gas phase. Source: the OMol25 dataset; level of theory: ωB97M-V with the def2-TZVPD basis set.

- Orbital gap: 8.31 eV
- LUMO level: -0.63 eV
- Structure (SMILES): S=[PH2]S

Atoms and positions in Å:
P -0.341 -0.213 -0.046
S -2.105 0.605 0.053
S 1.322 0.982 0.061
H -0.252 -1.269 0.702
H -0.168 -1.107 -1.089
H 1.098 1.453 -1.522

Per-atom natural (NBO) charges, elementary charge units: 0.705, -0.559, -0.276, -0.044, -0.044, 0.219

=====

b) A 2-piece molecular cluster, H3PS2 overall. Source: the OMol25 dataset; level of theory: ωB97M-V with the def2-TZVPD basis set.

- Orbital gap: 7.31 eV
- LUMO level: -1.84 eV
- Structure (SMILES): P=S.S

Atoms and positions in Å:
P -2.071 -0.943 -0.135
S 2.805 0.554 0.235
S -2.093 0.974 0.370
H -2.466 -0.844 -1.487
H 1.845 -0.360 -0.384
H 1.980 0.620 1.402

Per-atom natural (NBO) charges, elementary charge units: 0.408, -0.324, -0.327, -0.080, 0.159, 0.164

=====

c) H3PS2 in the gas phase. Source: the OMol25 dataset; level of theory: ωB97M-V with the def2-TZVPD basis set.

- Orbital gap: 9.33 eV
- LUMO level: -0.14 eV
- Structure (SMILES): S=[PH2]S

Atoms and positions in Å:
P -0.380 0.432 -0.090
S -2.055 -0.490 0.030
S 1.615 -0.717 -0.045
H -0.098 1.153 -1.252
H -0.088 1.403 0.870
H 1.008 -1.782 0.488

Per-atom natural (NBO) charges, elementary charge units: 0.701, -0.478, -0.326, -0.027, -0.025, 0.156

=====

Which one sits at the bottom of the stability order? b) does.

=====

a) C8H12N2O in the gas phase. Source: the OMol25 dataset; level of theory: ωB97M-V with the def2-TZVPD basis set.

- Orbital gap: 7.97 eV
- LUMO level: 0.52 eV
- Structure (SMILES): [H]/N=c1/ccccn1C[C@@H](C)O

Atoms and positions in Å:
C -0.617 0.546 2.363
C -0.878 1.659 1.352
C -1.227 1.083 -0.023
C 1.017 0.511 -0.962
C 1.985 -0.391 -1.450
C 1.623 -1.748 -1.530
C 0.414 -2.193 -1.086
C -0.536 -1.245 -0.543
H -0.537 1.031 3.285
H 0.343 0.171 2.176
H -1.468 -0.199 2.305
H -1.696 2.300 1.697
H 0.412 2.974 0.675
H -1.235 1.952 -0.803
H -2.222 0.730 -0.011
H 1.215 1.561 -0.762
H 3.014 -0.026 -1.488
H 2.358 -2.510 -1.952
H 0.129 -3.241 -1.162
H -2.141 -1.054 0.512
N -0.207 0.136 -0.598
N -1.564 -1.746 0.035
O 0.442 2.280 1.343

Per-atom natural (NBO) charges, elementary charge units: -0.618, 0.082, -0.233, 0.090, -0.359, -0.163, -0.267, 0.389, 0.218, 0.228, 0.209, 0.180, 0.460, 0.200, 0.229, 0.208, 0.229, 0.218, 0.238, 0.313, -0.399, -0.733, -0.719

=====

b) A 2-piece molecular cluster, C8H12N2O overall. Source: the OMol25 dataset; level of theory: ωB97M-V with the def2-TZVPD basis set.

- Orbital gap: 9.85 eV
- LUMO level: 0.58 eV
- Structure (SMILES): CNC(C)=O.c1ccncc1

Atoms and positions in Å:
C -0.660 0.268 -3.025
C -0.904 1.527 -2.713
C -0.057 2.205 -1.739
C 1.124 1.614 -1.484
C 1.286 0.313 -1.977
C -0.400 -1.141 4.274
C -0.114 -1.309 2.804
C -0.322 -0.219 0.582
H -1.447 -0.187 -3.606
H -1.939 1.903 -2.975
H -0.414 3.166 -1.483
H 1.799 2.217 -0.931
H 2.315 -0.032 -1.864
H -1.082 -0.328 4.482
H 0.529 -0.971 4.831
H -0.847 -2.050 4.652
H -1.145 0.415 2.411
H 0.224 -1.121 0.298
H -1.284 -0.164 0.030
H 0.263 0.672 0.331
N 0.467 -0.431 -2.740
N -0.571 -0.300 1.993
O 0.504 -2.244 2.340

Per-atom natural (NBO) charges, elementary charge units: -0.001, -0.260, -0.150, -0.295, 0.053, -0.704, 0.672, -0.431, 0.192, 0.218, 0.215, 0.230, 0.192, 0.204, 0.240, 0.239, 0.382, 0.246, 0.194, 0.199, -0.389, -0.619, -0.626

=====

Which one sits at the bottom of the stability order? a) does.

=====

a) C6H6F2 in the gas phase. Source: the OMol25 dataset; level of theory: ωB97M-V with the def2-TZVPD basis set.

- Orbital gap: 9.83 eV
- LUMO level: 0.60 eV
- Structure (SMILES): CC#C/C=C\C(F)F

Atoms and positions in Å:
C 0.316 2.443 -2.579
C 0.535 1.699 -1.291
C 0.805 1.050 -0.304
C 1.209 0.398 0.878
C 0.674 -0.795 1.192
C -0.561 -1.211 0.497
H -0.728 2.354 -2.968
H 0.970 2.007 -3.337
H 0.634 3.440 -2.315
H 1.940 0.865 1.492
H 0.868 -1.304 2.152
H -0.485 -0.957 -0.580
F -1.646 -0.556 1.021
F -0.694 -2.546 0.667

Per-atom natural (NBO) charges, elementary charge units: -0.680, 0.070, -0.115, -0.212, -0.226, 0.521, 0.241, 0.239, 0.242, 0.231, 0.223, 0.149, -0.343, -0.340

=====

b) C6H6F2 in the gas phase. Source: the OMol25 dataset; level of theory: ωB97M-V with the def2-TZVPD basis set.

- Orbital gap: 9.26 eV
- LUMO level: 0.22 eV
- Structure (SMILES): C#C/C(=C\C)C(F)F

Atoms and positions in Å:
C 1.874 -1.018 0.254
C 0.433 -0.912 -0.106
C -0.369 0.133 -0.368
C 0.059 1.362 -0.187
C 0.106 2.648 -0.131
C -1.817 -0.113 -0.424
H 2.369 -1.620 -0.543
H 2.228 -0.039 0.451
H 1.985 -1.624 1.138
H -0.179 -1.923 0.247
H 0.542 3.568 0.344
H -2.518 0.173 -1.288
F -2.399 0.650 0.697
F -2.315 -1.284 -0.084

Per-atom natural (NBO) charges, elementary charge units: -0.668, -0.009, -0.302, -0.022, -0.193, 0.576, 0.241, 0.230, 0.232, 0.215, 0.252, 0.168, -0.399, -0.320

=====

Which one sits at the bottom of the stability order? b) does.

=====

a) An isolated ion of composition C4H11NO and charge +1. Source: the OMol25 dataset; level of theory: ωB97M-V with the def2-TZVPD basis set.

- <S²>: 0.7557
- Orbital gap (alpha / beta): 12.69 / 6.31 eV
- LUMO level (alpha / beta): -3.24 / -8.99 eV
- Spin multiplicity: 2
- Net charge: +1

Atoms and positions in Å:
C 1.106 -0.694 0.897
C -0.391 -0.431 0.592
C -0.523 0.617 -0.598
C 0.369 1.845 -0.571
O -0.354 0.007 -1.818
N -1.135 -1.580 0.242
H 1.232 -1.642 1.392
H 1.623 -0.667 -0.070
H 1.538 0.134 1.456
H -0.867 0.107 1.418
H -1.540 0.982 -0.547
H 0.024 2.660 -1.193
H 0.523 2.268 0.417
H 1.331 1.534 -0.949
H -0.383 -0.964 -1.763
H -0.580 -2.431 0.302
H -1.971 -1.746 0.792

Per-atom natural (NBO) charges, elementary charge units: -0.616, -0.075, 0.143, -0.655, -0.533, -0.571, 0.240, 0.231, 0.260, 0.255, 0.248, 0.270, 0.242, 0.236, 0.499, 0.405, 0.419

=====

b) A 2-piece molecular cluster, C4H11NO overall. Source: the OMol25 dataset; level of theory: ωB97M-V with the def2-TZVPD basis set.

- <S²>: 0.7550
- Orbital gap (alpha / beta): 10.75 / 5.74 eV
- LUMO level (alpha / beta): -4.32 / -9.33 eV
- Spin multiplicity: 2
- Net charge: +1

Atoms and positions in Å:
C -1.640 -1.187 -1.002
C -2.289 -0.207 -0.046
O -3.165 0.569 -0.445
N -1.867 -0.243 1.205
H -1.469 -2.088 -0.419
H -0.654 -0.796 -1.269
H -2.224 0.435 1.851
H -1.084 -0.816 1.475
H -2.107 -1.525 -1.919
C 2.591 1.057 0.526
C 1.518 0.409 -0.352
H 2.362 2.112 0.681
H 2.638 0.603 1.515
H 3.596 1.009 0.116
H 0.693 1.060 -0.645
H 1.150 -0.536 0.052
H 1.951 0.144 -1.322

Per-atom natural (NBO) charges, elementary charge units: -0.682, 0.639, -0.029, -0.691, 0.271, 0.298, 0.443, 0.450, 0.296, -0.620, -0.628, 0.218, 0.210, 0.229, 0.192, 0.175, 0.228

=====

c) An isolated ion of composition C4H11NO and charge +1. Source: the OMol25 dataset; level of theory: ωB97M-V with the def2-TZVPD basis set.

- <S²>: 0.7547
- Orbital gap (alpha / beta): 11.23 / 5.94 eV
- LUMO level (alpha / beta): -3.41 / -8.66 eV
- Spin multiplicity: 2
- Net charge: +1

Atoms and positions in Å:
C 1.188 -1.032 0.917
C 0.634 -0.826 -0.486
C -0.905 -0.398 -0.425
C -1.089 0.830 0.479
O -2.303 1.411 0.172
N 1.381 0.390 -1.068
H 0.539 -1.520 1.614
H 1.385 -0.063 1.440
H 2.132 -1.600 0.924
H 0.879 -1.577 -1.237
H -1.279 -0.473 -1.456
H -1.541 -1.208 0.025
H -0.968 0.492 1.520
H -0.270 1.581 0.467
H -2.296 2.317 -0.170
H 1.470 0.432 -2.084
H 1.042 1.245 -0.631

Per-atom natural (NBO) charges, elementary charge units: -0.651, -0.067, -0.425, -0.058, -0.705, -0.244, 0.258, 0.230, 0.257, 0.245, 0.249, 0.275, 0.194, 0.134, 0.501, 0.412, 0.396

=====

Which one sits at the bottom of the stability order? c) does.

=====

a) A 2-piece molecular cluster, C4H11NO overall. Source: the OMol25 dataset; level of theory: ωB97M-V with the def2-TZVPD basis set.

- <S²>: 0.7545
- Orbital gap (alpha / beta): 10.47 / 5.77 eV
- LUMO level (alpha / beta): -4.41 / -9.11 eV
- Spin multiplicity: 2
- Net charge: +1

Atoms and positions in Å:
C 2.748 1.116 0.040
C 1.745 -0.001 0.334
H 3.474 0.803 -0.702
H 2.210 1.984 -0.349
H 3.232 1.474 0.948
H 0.736 0.398 0.509
H 2.081 -0.563 1.204
H 1.646 -0.821 -0.397
C -2.354 0.097 0.739
C -2.093 -0.364 -0.661
O -2.633 0.310 -1.598
N -1.424 -1.427 -0.967
H -2.212 -0.690 1.469
H -3.383 0.437 0.784
H -1.173 -1.592 -1.940
H -0.928 -2.083 -0.372
H -1.671 0.922 0.956

Per-atom natural (NBO) charges, elementary charge units: -0.614, -0.609, 0.222, 0.205, 0.223, 0.164, 0.221, 0.189, -0.684, 0.637, -0.030, -0.685, 0.280, 0.283, 0.441, 0.461, 0.294

=====

b) A 2-piece molecular cluster, C4H11NO overall. Source: the OMol25 dataset; level of theory: ωB97M-V with the def2-TZVPD basis set.

- <S²>: 0.7550
- Orbital gap (alpha / beta): 10.01 / 5.04 eV
- LUMO level (alpha / beta): -4.64 / -9.60 eV
- Spin multiplicity: 2
- Net charge: +1

Atoms and positions in Å:
C 0.417 1.159 2.273
C 0.033 -0.099 1.663
O -1.131 -0.285 1.450
N 0.933 -1.142 1.376
H -0.144 1.382 3.298
H -0.217 1.999 1.609
H 0.711 -1.934 0.736
H 1.994 -1.056 1.433
H 1.382 1.541 2.358
C 0.224 0.229 -2.271
C -1.084 -0.582 -1.832
H -0.026 0.300 -3.282
H 0.269 1.159 -1.644
H 1.164 -0.047 -1.820
H -1.779 -0.371 -0.914
H -1.030 -1.697 -1.730
H -1.716 -0.555 -2.702

Per-atom natural (NBO) charges, elementary charge units: -0.736, 0.636, -0.019, -0.732, 0.323, 0.310, 0.453, 0.458, 0.294, -0.630, -0.655, 0.249, 0.202, 0.211, 0.199, 0.206, 0.232

=====

Which one sits at the bottom of the stability order? b) does.

=====

a) A 2-piece molecular cluster, CH2N2O overall. Source: the OMol25 dataset; level of theory: ωB97M-V with the def2-TZVPD basis set.

- Orbital gap: 10.97 eV
- LUMO level: 0.62 eV
- Structure (SMILES): C=O.N#N

Atoms and positions in Å:
C -0.221 -0.740 0.843
H 0.406 -1.030 1.735
H 0.202 -1.030 -0.210
N 0.348 1.318 -2.197
N 0.588 1.712 -1.209
O -1.323 -0.229 1.036

Per-atom natural (NBO) charges, elementary charge units: 0.260, 0.119, 0.117, 0.003, -0.001, -0.498

=====

b) A 2-piece molecular cluster, CH2N2O overall. Source: the OMol25 dataset; level of theory: ωB97M-V with the def2-TZVPD basis set.

- Orbital gap: 9.06 eV
- LUMO level: 0.75 eV

Atoms and positions in Å:
C -0.022 0.950 -0.223
N -1.373 1.460 2.337
N -2.162 0.875 2.856
O 0.011 -0.333 -0.059
H -0.651 1.213 -1.035
H 0.606 -0.735 0.582

Per-atom natural (NBO) charges, elementary charge units: 0.083, 0.006, -0.010, -0.652, 0.073, 0.499

=====

Which one sits at the bottom of the stability order? b) does.